# 1
Here is a cluster of 6 separate species, C20H60N3O25P8S2 in total from the OMol25 dataset. Energies are from wB97M-V/def2-TZVPD.

## Properties
Strongest force on any atom ... 1.943 eV/Å
HOMO level ... -11.43 eV
Lowest unoccupied orbital energy ... -4.13 eV
Charge ... +1

Last column: Mulliken charge in e.
Geometry (Å):
1 C -1.000 0.993 2.975  -2.035
2 C 0.013 0.185 2.203  -0.012
3 N 0.435 -1.028 2.977  -0.180
4 C 0.616 -2.150 2.230  -0.201
5 N 0.270 -3.290 2.773  -0.139
6 N 1.115 -2.156 0.928  0.473
7 P 2.738 -2.695 0.818  0.624
8 O 2.589 -4.228 0.402  -0.518
9 O 3.153 -2.716 2.355  -0.493
10 S 3.877 -1.719 -0.379  -0.269
11 C 0.845 -0.884 0.170  -1.085
12 P 0.500 -1.382 -1.581  0.651
13 O -0.947 -1.576 -1.707  -0.650
14 O 0.987 -0.219 -2.533  -0.285
15 O 1.225 -2.745 -1.923  -0.508
16 C -0.406 -0.237 0.791  -0.440
17 P -0.761 1.312 -0.166  0.227
18 S 0.771 2.511 -0.124  -0.225
19 H -1.133 1.972 2.528  0.402
20 H -0.630 1.164 3.983  0.440
21 H -1.965 0.498 3.075  0.575
22 H 0.902 0.808 2.099  0.614
23 H 1.266 -0.836 3.530  0.370
24 H 0.678 -4.162 2.464  0.263
25 H -0.451 -3.313 3.475  0.312
26 H 3.421 -4.477 -0.027  0.410
27 H 3.753 -3.453 2.545  0.330
28 H 1.634 -0.141 0.267  0.824
29 H 1.848 0.165 -2.300  0.354
30 H 2.175 -2.636 -2.082  0.355
31 H -1.267 -0.904 0.773  0.638
32 H -1.901 1.872 0.420  0.200
33 H -1.117 0.913 -1.450  -0.118
34 C 6.577 -2.149 7.179  -0.680
35 O 6.729 -1.337 5.999  -0.302
36 P 6.618 -2.066 4.606  1.058
37 O 5.514 -3.017 4.449  -0.634
38 O 8.029 -2.739 4.353  -0.293
39 C 9.228 -2.014 4.671  -0.650
40 O 6.560 -0.815 3.638  -0.352
41 C 6.168 -1.152 2.304  -0.395
42 H 7.012 -1.597 8.006  0.245
43 H 5.522 -2.327 7.370  0.252
44 H 7.095 -3.103 7.070  0.343
45 H 9.521 -2.226 5.698  0.251
46 H 9.093 -0.940 4.544  0.339
47 H 10.007 -2.359 3.998  0.265
48 H 5.182 -1.605 2.321  -0.077
49 H 6.883 -1.837 1.845  0.350
50 H 6.128 -0.234 1.724  0.307
51 C 7.471 3.100 -2.195  -0.661
52 O 6.588 4.191 -1.890  -0.370
53 P 5.037 3.900 -1.949  0.975
54 O 4.584 2.653 -1.335  -0.504
55 O 4.650 3.980 -3.488  -0.152
56 C 5.209 5.020 -4.306  -0.769
57 O 4.490 5.239 -1.310  -0.375
58 C 3.104 5.245 -0.937  -0.148
59 H 8.436 3.529 -2.447  0.242
60 H 7.571 2.454 -1.326  0.240
61 H 7.103 2.520 -3.043  0.311
62 H 6.141 4.675 -4.750  0.264
63 H 5.393 5.926 -3.729  0.400
64 H 4.495 5.237 -5.096  0.241
65 H 2.916 4.473 -0.193  0.139
66 H 2.473 5.074 -1.810  -0.094
67 H 2.874 6.217 -0.513  0.306
68 C -1.115 1.461 -4.581  -0.264
69 O -1.340 2.875 -4.501  -0.250
70 P -0.792 3.746 -5.705  0.827
71 O -1.025 3.222 -7.043  -0.702
72 O 0.755 3.945 -5.387  -0.268
73 C 1.161 4.227 -4.043  -0.483
74 O -1.469 5.131 -5.359  -0.259
75 C -1.426 6.146 -6.376  -0.682
76 H -1.209 1.061 -3.577  -0.170
77 H -1.861 1.000 -5.225  0.335
78 H -0.116 1.240 -4.959  0.310
79 H 1.365 3.295 -3.514  0.216
80 H 0.399 4.790 -3.504  0.430
81 H 2.075 4.812 -4.091  0.145
82 H -1.932 5.801 -7.275  0.314
83 H -0.394 6.409 -6.611  0.285
84 H -1.940 7.016 -5.979  0.234
85 C -5.069 -1.088 6.082  -0.653
86 O -5.779 -1.375 4.869  -0.281
87 P -6.025 -0.158 3.884  0.849
88 O -4.881 0.718 3.646  -0.615
89 O -7.268 0.621 4.481  -0.286
90 C -8.395 -0.115 4.983  -0.647
91 O -6.571 -0.932 2.622  -0.142
92 C -6.674 -0.176 1.399  -0.619
93 H -5.280 -1.895 6.778  0.247
94 H -3.999 -1.043 5.884  0.213
95 H -5.396 -0.143 6.518  0.340
96 H -8.254 -0.321 6.043  0.239
97 H -8.535 -1.051 4.443  0.320
98 H -9.276 0.508 4.853  0.266
99 H -5.696 0.203 1.109  0.234
100 H -7.371 0.653 1.525  0.291
101 H -7.047 -0.850 0.634  0.242
102 C -8.198 -3.283 -4.963  -0.672
103 O -7.611 -4.253 -4.078  -0.325
104 P -7.141 -3.736 -2.663  0.933
105 O -8.051 -2.842 -1.956  -0.689
106 O -5.716 -3.072 -2.915  -0.115
107 C -4.779 -3.717 -3.787  -0.545
108 O -6.830 -5.114 -1.952  -0.298
109 C -6.618 -5.078 -0.535  -0.657
110 H -8.143 -3.691 -5.968  0.243
111 H -9.237 -3.116 -4.689  0.276
112 H -7.655 -2.338 -4.927  0.319
113 H -4.919 -3.356 -4.805  0.237
114 H -4.893 -4.801 -3.766  0.325
115 H -3.780 -3.454 -3.448  0.153
116 H -7.503 -4.695 -0.030  0.295
117 H -5.755 -4.455 -0.292  0.270
118 H -6.430 -6.097 -0.213  0.256

# 2
Here is a cluster of 2 separate species, C3H11NSi in total from the OMol25 dataset. Energies are from wB97M-V/def2-TZVPD.

## Properties
Relative energy (zero: lowest compared OMol25 entry of this formula, charge and spin) ... 100.5 kcal/mol
Strongest force on any atom ... 2.918 eV/Å
HOMO level (alpha / beta) ... -7.58 / -6.68 eV
Lowest unoccupied orbital energy (alpha / beta) ... 0.92 / 0.96 eV
Charge ... 0

Last column: Mulliken charge in e.
Geometry (Å):
1 C 2.320 -0.212 1.104  -0.567
2 C 2.123 0.520 -0.163  -0.937
3 C -0.298 -0.622 -1.064  -0.440
4 N -1.553 -0.047 -1.191  -0.219
5 Si -2.818 0.008 0.037  0.314
6 H 2.992 -1.130 1.149  0.247
7 H 2.967 0.423 1.821  0.254
8 H 1.385 -0.616 1.426  0.188
9 H 2.732 0.414 -1.014  0.356
10 H 1.331 1.208 -0.261  0.433
11 H 0.229 -1.154 -1.860  0.332
12 H -0.005 -0.894 -0.100  0.123
13 H -1.919 0.238 -2.070  0.257
14 H -2.531 0.904 1.177  -0.092
15 H -3.023 -1.148 0.884  -0.115
16 H -3.960 0.177 -0.848  -0.134

# 3
Here is a cluster of 2 separate species, C6H10O3S in total from the OMol25 dataset. Energies are from wB97M-V/def2-TZVPD.

## Properties
Relative energy (zero: lowest compared OMol25 entry of this formula, charge and spin) ... 89.1 kcal/mol
Strongest force on any atom ... 8.306 eV/Å
HOMO level ... -9.23 eV
Lowest unoccupied orbital energy ... 0.50 eV
Charge ... 0

Last column: Mulliken charge in e.
Geometry (Å):
1 C -1.818 2.101 -0.019  0.764
2 C 0.723 -0.397 1.136  -0.778
3 C 0.059 -1.150 -0.047  0.315
4 C 0.994 0.310 -1.354  -0.329
5 C -1.102 -2.106 0.536  -1.307
6 C -0.707 2.680 -0.311  -0.730
7 O -2.796 1.396 0.314  -0.498
8 O 3.063 0.645 0.505  -0.667
9 O -0.253 -0.142 -1.000  -0.421
10 S 1.648 1.046 0.320  0.430
11 H 1.022 0.773 -2.458  0.243
12 H -0.061 0.082 1.702  0.417
13 H 1.325 -1.068 1.688  0.471
14 H 0.883 -1.849 -0.397  0.206
15 H 1.704 -0.622 -1.443  0.329
16 H -2.070 -2.125 0.076  0.338
17 H -1.215 -1.885 1.596  0.351
18 H -0.723 -3.119 0.467  0.366
19 H 0.125 1.989 -0.156  0.229
20 H -0.801 3.440 -1.155  0.271

# 4
Here is a cluster of 2 separate species, C11H9N4O7 in total from the OMol25 dataset. Energies are from wB97M-V/def2-TZVPD.

## Properties
Relative energy (zero: lowest compared OMol25 entry of this formula, charge and spin) ... 0.0 kcal/mol
Strongest force on any atom ... 3.042 eV/Å
HOMO level ... -3.96 eV
Lowest unoccupied orbital energy ... 1.04 eV
Charge ... -1

Last column: Mulliken charge in e.
Geometry (Å):
1 C 0.325 -2.092 -0.332  -1.471
2 C 1.149 -0.901 -0.083  0.855
3 C 1.992 -0.875 1.098  0.667
4 O 1.868 -1.668 2.031  -0.768
5 C 3.063 0.225 1.119  -0.510
6 C 3.610 0.437 -0.257  -0.536
7 O 2.552 0.760 -1.211  -0.370
8 C 1.446 -0.022 -1.235  0.067
9 O 0.699 0.024 -2.207  -0.715
10 H -0.365 -1.876 -1.152  0.351
11 H 0.964 -2.944 -0.637  0.397
12 H -0.235 -2.342 0.579  0.197
13 H 2.593 1.160 1.462  0.160
14 H 3.851 -0.062 1.822  0.364
15 H 4.299 1.286 -0.303  0.315
16 H 4.125 -0.466 -0.612  0.310
17 O -1.911 -1.659 2.283  -0.570
18 N -2.847 -1.380 1.498  0.989
19 C -2.585 -0.456 0.435  -0.389
20 C -1.344 0.197 0.384  0.101
21 C -1.353 1.315 -0.420  -0.253
22 N -0.419 2.341 -0.516  0.860
23 O 0.677 2.514 -0.023  -0.660
24 O -0.999 3.332 -1.377  -0.224
25 N -2.274 2.931 -1.821  -0.553
26 C -2.491 1.729 -1.197  0.506
27 N -3.609 1.004 -1.250  -0.639
28 C -3.656 -0.055 -0.433  -0.221
29 O -4.000 -1.862 1.628  -0.654
30 H -0.540 0.036 1.107  0.926
31 H -4.585 -0.630 -0.377  0.469

# 5
Here is a cluster of 2 separate species, CH4FN2 in total from the OMol25 dataset. Energies are from wB97M-V/def2-TZVPD.

## Properties
Relative energy (zero: lowest compared OMol25 entry of this formula, charge and spin) ... 191.7 kcal/mol
Strongest force on any atom ... 3.643 eV/Å
HOMO level (alpha / beta) ... -14.52 / -13.53 eV
Lowest unoccupied orbital energy (alpha / beta) ... -8.10 / -9.67 eV
Charge ... +1

Last column: Mulliken charge in e.
Geometry (Å):
1 C -1.029 0.208 -0.207  0.265
2 N -1.256 -0.934 0.307  -0.213
3 N 1.918 1.108 -0.194  -0.251
4 F -1.519 0.965 -1.119  -0.054
5 H -0.685 -1.089 1.216  0.363
6 H -1.999 -1.591 -0.030  0.289
7 H 2.186 0.948 0.743  0.291
8 H 2.385 0.385 -0.716  0.308

# 6
Here is the molecule C4H5NO from the OMol25 dataset. Energies are from wB97M-V/def2-TZVPD.

## Properties
Relative energy (zero: lowest compared OMol25 entry of this formula, charge and spin) ... 112.0 kcal/mol
Strongest force on any atom ... 3.359 eV/Å
SMILES ... C=C=CCN=O
HOMO level ... -8.94 eV
Lowest unoccupied orbital energy ... 0.46 eV
Charge ... 0

Last column: Mulliken charge in e.
Geometry (Å):
1 C 0.273 0.701 0.206  0.056
2 C -0.083 1.302 1.267  -0.784
3 C -0.098 -1.528 -0.668  -0.275
4 C 0.734 -0.229 -0.602  -0.098
5 N 0.694 -2.713 -0.305  -0.041
6 O 1.843 -2.531 -0.073  -0.270
7 H -0.669 2.115 1.108  0.282
8 H 0.339 1.115 2.217  0.278
9 H -0.886 -1.479 0.133  0.305
10 H -0.479 -1.956 -1.644  0.243
11 H 1.392 0.102 -1.396  0.303